# 1
The following is a DFT calculation (ωB97M-V/def2-TZVPD) of C8H22CuN2O14S3 as an isolated structure in a non-equilibrium geometry.

```
50
Properties=species:S:1:pos:R:3:forces:R:3:lowdin_charge:R:1
Cu 0.689331 0.532604 0.112355 0.343 0.931 0.891 0.327
S -1.828820 3.441311 0.851250 0.180 0.619 0.551 0.152
S 1.209132 0.456421 3.769108 0.545 0.563 0.402 0.188
S 3.572445 1.361218 -0.352220 1.275 0.769 0.083 0.199
O -0.867763 2.392405 0.439205 0.060 -0.481 -0.263 -0.414
O 1.133822 1.905447 3.971693 0.283 0.045 0.058 -0.418
O -0.020876 -0.163537 4.330145 -0.727 -0.938 0.181 -0.497
O 3.300957 -0.090492 -0.343432 -0.543 -0.718 -0.747 -0.447
O 1.318258 0.092267 2.320517 -0.319 -0.145 -0.295 -0.427
O 4.428182 1.678894 0.806076 -0.085 0.391 0.010 -0.445
O 2.278418 2.119464 -0.356532 -0.142 -0.726 0.326 -0.410
O -1.643296 -4.426984 2.203392 0.657 -0.774 -0.591 -0.217
O 2.407693 -0.121223 4.433172 0.303 -0.314 0.643 -0.506
O -2.656254 3.792397 -0.337805 -0.839 0.084 -1.035 -0.530
O -1.119055 4.665227 1.295130 0.013 0.171 0.023 -0.476
O 4.306861 1.785743 -1.595776 0.065 -0.354 -0.566 -0.531
O -0.280125 0.181106 -1.936907 0.002 0.259 -0.415 -0.235
O -2.712369 2.956729 1.938283 -0.448 -0.283 0.142 -0.491
N 0.389349 3.079783 -2.138833 -0.251 -0.025 -0.370 0.082
N -0.849737 -0.912374 1.232664 -0.339 -0.436 0.297 0.068
C -1.261023 -5.343600 3.184619 -1.009 0.473 0.257 -0.175
C -1.089390 -2.337984 1.058506 -1.353 0.402 -0.739 -0.433
C -0.253800 -2.927506 -0.077151 1.542 -0.579 0.911 -0.062
C -1.662894 0.294014 -2.083487 -0.600 0.059 -0.528 -0.135
C 0.248791 2.220322 -3.287105 0.233 -0.389 0.119 -0.448
C 0.473598 0.708986 -3.041141 0.000 -0.559 0.926 -0.165
C -1.123665 -3.099261 2.385781 0.326 0.542 -0.493 -0.166
C 1.160716 2.741093 -4.403029 0.247 0.632 -0.273 -0.107
H 0.818025 -2.788922 0.120031 -0.056 0.613 0.070 0.086
H -1.825990 -2.578788 3.041319 0.409 0.204 0.253 0.126
H -0.272512 -4.026504 -0.116425 -0.766 -0.016 -0.211 0.047
H 1.488552 0.434173 -2.741595 0.220 0.475 -0.233 0.125
H -2.133564 -0.365204 -1.355280 0.040 0.243 0.245 0.078
H -0.188553 -5.443565 3.381538 0.114 0.239 -0.245 0.079
H -0.437536 -2.461922 -1.042797 -0.261 0.028 0.059 0.059
H -1.761697 -5.039663 4.118269 0.277 -0.261 0.308 0.076
H -0.374672 2.958906 -1.465531 0.075 0.032 0.107 0.038
H 0.960700 2.316594 -5.397608 -0.002 -0.155 0.014 0.039
H -1.647795 -0.527168 1.735442 0.005 0.400 -0.361 0.100
H 1.235770 2.847713 -1.597648 0.008 -0.047 -0.029 0.042
H -2.061801 1.310390 -2.016721 0.237 0.084 0.644 0.085
H 0.167921 0.074898 -3.895957 0.108 0.296 -0.413 0.099
H -1.672676 -6.314758 2.889948 0.101 -0.105 0.001 0.060
H 2.234939 2.698141 -4.200087 -0.061 -0.619 0.334 0.069
H -1.989417 -0.038112 -3.093842 0.235 -0.312 -0.122 0.064
H -0.080487 -0.680226 1.901014 0.602 -0.097 -0.168 0.023
H 1.002773 3.824409 -4.442134 -0.354 -0.035 -0.175 0.050
H -0.102792 -3.085322 2.781885 -0.129 -0.193 0.387 0.140
H -2.128397 -2.373855 0.689011 -0.132 -0.290 -0.014 0.118
H -0.779277 2.276312 -3.671308 -0.089 0.299 0.043 0.115
```
Forces are in eV/Å.

Its charge is -5. The highest occupied orbital energy comes out at 7.0 eV. Its spin multiplicity is 1. Its LUMO energy is 0.3338 Ha. The value obtained for the total energy is -4315.33985 Eh.


# 2
The following is a DFT calculation (ωB97M-V/def2-TZVPD) of C8H22CuN2O6S as an isolated structure in a non-equilibrium geometry.

```
40
Properties=species:S:1:pos:R:3:forces:R:3:lowdin_charge:R:1
Cu 0.928703 -1.040617 0.899610 -0.177 -0.182 0.974 0.335
S 1.249933 -2.280367 3.290830 0.474 0.550 4.314 0.095
O -0.055337 -1.768997 2.881210 -2.662 0.834 -1.915 -0.420
O 1.136123 -3.512887 4.035580 -0.441 -1.568 0.083 -0.399
O 2.072043 -2.430687 2.116390 1.853 -0.746 -4.328 -0.414
O -4.269297 2.041153 0.032200 0.448 0.488 -0.230 -0.207
O 1.879803 -1.269787 4.125260 0.729 1.351 0.914 -0.426
O 1.482393 -1.325747 -1.259990 -0.573 0.351 0.184 -0.235
N 3.015253 0.147263 0.958340 -0.534 -0.217 -0.971 0.063
N -1.200387 0.257793 0.833570 0.360 -1.253 1.287 0.021
C -5.596177 2.232483 0.435590 -0.380 -0.505 -0.640 -0.134
C 4.105793 1.393563 -0.803440 -0.667 -0.263 -1.681 -0.070
C 2.729733 -0.659137 -1.479600 -0.120 0.178 0.354 -0.152
C 1.046283 -2.223397 -2.262090 0.270 -0.593 -0.524 -0.095
C -1.647567 0.544293 -1.483430 -1.597 1.143 1.466 -0.037
C -3.627257 0.801233 0.318090 0.732 1.098 -0.259 -0.151
C 2.905663 0.516523 -0.476330 0.102 -0.559 1.044 -0.401
C -2.076477 0.985013 -0.026360 -0.149 -0.135 -0.696 -0.382
H 0.172363 -2.821827 -2.004720 0.212 0.169 1.075 0.094
H 1.962033 1.059253 -0.532080 0.011 0.436 -0.315 0.124
H 1.843713 -2.920777 -2.518740 0.150 -0.121 0.034 0.089
H -0.558457 0.546643 -1.527400 -0.217 -0.226 -0.140 0.057
H -1.221387 0.648553 1.764680 0.293 0.022 0.314 0.095
H 0.687493 -1.795277 -3.198080 0.430 0.950 -0.140 0.081
H -5.940667 3.175893 0.012030 0.224 0.150 0.204 0.084
H -1.542937 -0.678897 0.992800 0.110 -0.576 0.060 0.076
H 3.561393 0.880923 1.386800 -0.232 -0.184 0.517 0.076
H -4.088907 -0.001397 -0.257040 0.030 -0.230 -0.246 0.115
H -5.789117 2.210643 1.508150 0.406 0.074 0.280 0.083
H 4.961123 0.748583 -1.004710 0.250 0.152 0.229 0.082
H 2.726463 -0.260267 -2.493990 0.078 0.228 -0.175 0.124
H -6.247577 1.479333 -0.007740 -0.162 -0.359 -0.073 0.078
H -3.794587 0.585763 1.373400 0.412 -0.190 0.246 0.119
H 4.337893 2.165303 -0.069520 -0.146 -0.263 0.110 0.078
H -2.121127 -0.431377 -1.592550 0.482 -0.239 -0.419 0.072
H 3.541573 -1.383007 -1.408620 0.198 -0.137 0.157 0.133
H -2.098447 1.239383 -2.191710 0.125 -0.123 -0.301 0.067
H -1.764977 2.000123 0.219870 -0.693 0.474 -0.702 0.135
H 3.842733 1.887063 -1.739040 0.414 0.371 -0.238 0.070
H 3.452193 -0.742337 1.152770 -0.040 -0.350 0.150 0.077
```
Forces are in eV/Å.

Its charge is -1. The highest occupied orbital energy comes out at -3.2 eV. Its spin multiplicity is 1. Its LUMO energy is 0.0941 Ha. The value obtained for the total energy is -2917.61890 Eh.


# 3
The following is a DFT calculation (ωB97M-V/def2-TZVPD) of a 3-piece molecular cluster, C8H22IN2O2 overall in a non-equilibrium geometry.

```
35
Properties=species:S:1:pos:R:3:forces:R:3:lowdin_charge:R:1
I 9.382432 -15.030056 -4.606577 0.152 -0.033 -0.020 -0.495
O 5.693709 -19.006749 -5.146263 -0.296 0.342 -0.190 -0.169
O 12.479521 -19.911655 -2.652145 -0.038 -0.034 -0.028 -0.191
N 5.947894 -16.256150 -5.673831 0.158 0.344 -0.414 0.035
N 9.083634 -18.604260 -3.311628 0.703 -0.059 -0.133 0.043
C 6.596935 -18.575559 -6.131669 -0.059 0.227 -0.063 -0.229
C 5.955387 -20.297042 -4.732988 0.197 -1.004 0.462 -0.153
C 9.726462 -20.716045 -2.240044 0.192 0.220 0.573 -0.072
C 11.435940 -19.258303 -3.356699 0.301 0.148 -0.028 -0.230
C 6.168756 -17.244015 -6.729391 0.272 -0.049 -0.075 -0.449
C 13.714726 -19.716622 -3.287490 0.156 -0.287 0.062 -0.132
C 7.250451 -16.810566 -7.726426 -0.142 0.283 -0.007 -0.090
C 10.155514 -19.291102 -2.567024 -0.619 -0.069 -0.038 -0.449
H 9.623736 -21.303198 -3.153671 -0.129 -0.080 0.001 0.074
H 6.870435 -15.934848 -5.355590 -0.173 -0.178 0.263 -0.078
H 11.286544 -19.762905 -4.326330 -0.011 0.066 0.013 0.129
H 13.631853 -19.872517 -4.371266 0.024 0.141 0.025 0.085
H 9.386035 -17.636819 -3.470269 -0.389 0.060 0.129 -0.072
H 6.973729 -20.433679 -4.332422 -0.056 0.209 -0.118 0.073
H 5.271088 -20.557635 -3.920865 -0.043 0.141 -0.103 0.085
H 8.790131 -20.684897 -1.681235 -0.155 -0.051 -0.281 0.072
H 11.699736 -18.209299 -3.552739 0.041 -0.076 -0.060 0.127
H 7.495064 -17.584518 -8.459709 0.006 -0.039 0.041 0.067
H 7.598479 -18.456641 -5.693038 -0.027 -0.049 -0.052 0.111
H 9.096644 -18.985850 -4.259407 -0.214 -0.061 0.129 0.045
H 14.111622 -18.717207 -3.078613 0.006 0.031 -0.162 0.088
H 14.409937 -20.466022 -2.903514 0.009 0.090 0.072 0.081
H 5.566446 -15.423392 -6.121120 -0.082 -0.094 0.130 0.062
H 6.643747 -19.319419 -6.943740 0.114 -0.014 0.059 0.122
H 10.451992 -21.198555 -1.578764 0.100 -0.027 -0.256 0.068
H 5.231989 -17.384744 -7.278527 -0.102 -0.100 0.163 0.130
H 6.907517 -15.925079 -8.269669 0.031 -0.048 -0.026 0.071
H 10.310048 -18.742677 -1.633960 -0.007 -0.004 0.009 0.143
H 5.814690 -21.041572 -5.538663 0.015 0.164 -0.006 0.083
H 8.145611 -16.511767 -7.175680 0.068 -0.112 -0.069 0.016
```
Forces are in eV/Å.

Its charge is -1. The highest occupied orbital energy comes out at -4.0 eV. Its spin multiplicity is 1. Its LUMO energy is 0.1124 Ha. The value obtained for the total energy is -875.75668 Eh.


# 4
The following is a DFT calculation (ωB97M-V/def2-TZVPD) of a 4-piece molecular cluster, C8H22NO5 overall in a non-equilibrium geometry.

```
36
Properties=species:S:1:pos:R:3:forces:R:3:lowdin_charge:R:1
O 3.218553 -0.395303 1.934392 0.230 0.376 0.399 -0.136
O 1.709895 -2.458255 0.074843 -0.204 0.349 -0.261 -0.108
O 0.855959 -2.456386 -2.009846 -0.111 0.168 0.030 -0.062
O -0.384971 2.600462 2.523969 -0.027 0.148 0.328 -0.137
O -2.929016 -0.223734 -3.958978 -0.108 -0.051 0.037 -0.122
N 1.865524 0.414731 -1.045229 0.012 -0.326 0.309 0.049
C -0.495692 -0.016750 -1.474321 -0.153 -0.396 -0.140 -0.200
C -1.750388 0.712917 0.564095 -0.651 -0.528 -0.313 -0.123
C -3.795979 -1.348669 -3.986007 0.079 0.217 -0.104 -0.160
C -1.802782 -0.157657 -0.708897 0.267 0.719 0.320 -0.241
C 1.116210 -1.922863 -0.915698 0.488 -0.877 0.527 -0.694
C 0.146434 1.829101 3.596055 0.163 0.135 -0.216 -0.151
C 4.483793 -0.461415 2.566653 -0.364 -0.205 -0.079 -0.171
C 0.716360 -0.452373 -0.674867 0.079 0.520 -0.454 -0.350
H -3.154191 0.341747 -4.700613 0.043 0.044 -0.044 0.068
H 1.049716 1.299020 3.281599 -0.020 -0.071 0.068 0.071
H -0.417563 1.025490 -1.786300 0.161 0.272 0.103 0.104
H 2.577819 0.167184 -0.366263 0.357 0.028 -0.083 0.039
H -0.493933 -0.599481 -2.388653 -0.084 -0.167 -0.186 0.094
H -3.671732 -1.915603 -4.913479 -0.053 -0.088 0.046 0.072
H -3.531965 -1.985352 -3.145979 0.058 0.019 0.020 0.080
H 1.608051 1.370432 -0.818769 -0.042 0.076 -0.007 0.044
H -1.556811 0.117567 1.449619 0.109 -0.034 0.216 0.061
H -0.977983 1.456937 0.494009 0.270 0.300 -0.017 0.044
H 0.376121 2.463668 4.458689 -0.004 -0.078 0.060 0.069
H -2.607095 0.216424 -1.335228 -0.208 -0.184 -0.212 0.078
H 2.717680 -1.182669 2.174171 -0.155 -0.167 -0.593 0.070
H -0.608130 1.101180 3.883206 -0.039 0.002 -0.039 0.075
H -2.011236 -1.188233 -0.443629 -0.028 -0.303 -0.077 0.105
H 5.030103 -1.354234 2.247740 0.101 0.033 0.047 0.077
H -4.842257 -1.039970 -3.885973 -0.027 -0.102 0.014 0.070
H -2.697229 1.229347 0.711705 -0.123 0.095 0.165 0.061
H 4.380471 -0.473264 3.658057 0.141 0.017 0.026 0.067
H 0.283334 3.239602 2.266187 0.041 -0.016 -0.082 0.074
H 5.050601 0.421487 2.276835 -0.003 0.023 -0.017 0.071
H 0.542331 -0.375082 0.396904 -0.194 0.052 0.209 0.109
```
Forces are in eV/Å.

Its charge is -1. The highest occupied orbital energy comes out at -3.9 eV. Its spin multiplicity is 1. Its LUMO energy is 0.1083 Ha. The value obtained for the total energy is -748.96343 Eh.